(1)
DFT (wB97M-V/def2-TZVPD) results for 10 unconnected molecules or ions with the total composition C33H60O13 at a distorted geometry.

2S+1   2
Net charge   +1
Kohn-Sham gap (spin up / spin down)   6.220 / 2.203 eV
Molar mass   664.8 g mol⁻¹
Lowest unoccupied orbital energy (spin up / spin down)   -4.402 / -8.418 eV
F_max   4.76 eV Å⁻¹

Last column: Löwdin spin population.
Atoms and positions in Å:
O: 0.097432 -4.044526 -2.389794  0.00
C: 1.026833 -3.600091 -1.769257  0.00
O: 2.011757 -2.947376 -2.364687  0.00
C: 3.000008 -2.375964 -1.429772  0.00
C: 2.897934 -3.317557 -0.283191  0.00
C: 1.455323 -3.714066 -0.413768  0.00
H: 2.705976 -1.335092 -1.294729  0.00
H: 3.968283 -2.319217 -1.927080  0.00
H: 2.982070 -2.850510 0.698076  0.00
H: 3.640635 -4.114960 -0.257857  0.00
H: 0.789100 -3.134917 0.225625  0.00
H: 1.266469 -4.734106 -0.079183  0.00
O: 1.656040 2.587190 -3.275587  0.00
C: 2.772374 2.112933 -3.115906  0.00
O: 3.012999 1.257553 -2.181599  0.00
C: 4.368137 0.757050 -2.283630  0.00
C: 5.096156 1.988312 -3.008945  0.00
C: 3.976482 2.534799 -3.861025  0.00
H: 4.318916 -0.186214 -2.827624  0.00
H: 4.700067 0.480507 -1.282915  0.00
H: 5.961305 1.701329 -3.606659  0.00
H: 5.418797 2.768922 -2.319990  0.00
H: 3.876889 2.053695 -4.834021  0.00
H: 3.917375 3.602136 -4.074095  0.00
O: -0.225946 -1.250685 0.975158  0.00
C: -0.571216 -0.468154 0.131898  0.00
O: -1.423478 -0.816873 -0.782008  0.00
C: -1.768702 0.303245 -1.574026  0.00
C: -1.131589 1.491141 -0.937156  0.00
C: -0.168067 0.987453 0.074623  0.00
H: -2.844028 0.337317 -1.399076  0.00
H: -1.535074 0.093607 -2.617847  0.00
H: -1.952597 2.116625 -0.586688  0.00
H: -0.655493 2.192508 -1.622371  0.00
H: -0.023499 1.343303 1.094702  0.00
H: 0.879657 0.962114 -0.224947  0.00
C: -0.896908 3.962501 2.734604  0.00
C: 0.569846 3.467140 2.752235  0.00
O: 1.335966 3.524897 1.776513  0.00
C: 1.018342 2.970763 4.104989  0.00
H: -1.065239 4.848502 2.122436  0.00
H: -1.253570 4.209325 3.734594  0.00
H: -1.310249 3.048882 2.307346  0.00
H: 1.471839 3.730207 4.741918  0.00
H: 1.790749 2.231166 3.894071  0.00
H: 0.135191 2.507966 4.545400  0.00
C: 3.838608 0.406303 3.388629  0.00
C: 3.532521 0.616243 1.897270  0.00
O: 2.720983 -0.138402 1.301188  0.00
C: 4.096371 1.827166 1.137550  0.00
H: 4.075015 1.407275 3.749528  0.00
H: 4.698015 -0.264164 3.387575  0.00
H: 3.011236 -0.100947 3.884879  0.00
H: 3.600927 2.735331 1.480869  0.00
H: 3.842721 1.835282 0.077504  0.00
H: 5.183439 1.881174 1.078543  0.00
C: -4.752854 6.025712 -2.720312  0.00
C: -4.496494 4.683117 -1.897839  0.00
O: -3.593704 3.932087 -2.264068  0.00
C: -5.380748 4.225902 -0.807914  0.00
H: -5.315250 6.778775 -2.168318  0.00
H: -5.372138 5.869620 -3.603612  0.00
H: -3.855864 6.378711 -3.229137  0.00
H: -6.330958 3.964613 -1.273666  0.00
H: -5.464943 5.049552 -0.098950  0.00
H: -5.021044 3.329694 -0.302427  0.00
C: -5.007878 1.471325 2.914983  0.00
C: -5.206119 0.650091 1.637989  0.00
O: -5.845180 1.078184 0.722099  0.00
C: -4.589453 -0.688822 1.443452  0.00
H: -5.810654 2.167541 3.157731  0.00
H: -4.054418 1.992085 2.826434  0.00
H: -4.876053 0.705050 3.678884  0.00
H: -5.177712 -1.359326 0.816973  0.00
H: -4.545570 -1.268590 2.365429  0.00
H: -3.555258 -0.594249 1.112387  0.00
C: 2.909543 -3.819428 3.715372  0.08
C: 2.399695 -2.704829 4.592271  0.11
O: 2.944217 -2.425039 5.626075  0.66
C: 1.192852 -1.894559 4.210206  0.12
H: 3.264340 -4.637864 4.341764  0.00
H: 3.511720 -3.301193 2.969094  0.00
H: 2.117370 -4.321294 3.159764  0.00
H: 0.393477 -2.419215 4.733515  0.00
H: 1.096370 -2.051845 3.135942  0.01
H: 1.046573 -0.833566 4.412711  0.00
C: -0.304101 -1.725957 -8.198408  0.00
C: 0.420950 -1.473536 -6.856181  0.00
O: 1.502892 -0.889129 -6.782765  0.00
C: -0.355733 -1.954931 -5.586066  0.00
H: -1.293153 -1.268156 -8.215595  0.00
H: -0.332431 -2.811679 -8.290575  0.00
H: 0.159411 -1.259429 -9.067674  0.00
H: 0.258452 -2.661891 -5.028321  0.00
H: -1.270993 -2.522794 -5.753190  0.00
H: -0.537366 -1.129599 -4.897642  0.00
C: -1.996135 -3.670978 1.724884  0.00
C: -1.942566 -4.368234 3.027255  0.00
O: -1.075782 -4.138319 3.854221  0.01
C: -3.159334 -5.118191 3.377568  0.00
H: -2.927697 -3.682421 1.159059  0.00
H: -1.148471 -3.934219 1.092223  0.00
H: -1.933030 -2.634812 2.057268  0.00
H: -4.038470 -4.557490 3.060037  0.00
H: -3.452348 -5.202649 4.424040  0.00
H: -3.091090 -6.145871 3.020740  0.00

Atoms 1-2, force components in eV/Å:
-0.05 0.20 0.61
0.12 -0.31 -2.12

(2)
DFT (wB97M-V/def2-TZVPD) results for 2 unconnected molecules or ions with the total composition C3H9NO2 at a distorted geometry.

2S+1   2
Net charge   +1
Kohn-Sham gap (spin up / spin down)   10.165 / 4.707 eV
Molar mass   91.1 g mol⁻¹
Energy above the lowest of the compared OMol25 structures with the same formula, charge and spin   193.9 kJ/mol
Lowest unoccupied orbital energy (spin up / spin down)   -3.708 / -9.150 eV
F_max   6.59 eV Å⁻¹

Last column: Löwdin spin population.
Atoms and positions in Å:
C: 2.288154 0.078072 -0.191285  0.11
N: 3.252404 -1.088774 -0.203473  0.76
H: -1.507472 -1.756268 0.794187  0.00
H: 3.345415 -1.737020 -0.981089  0.02
H: 3.999662 -0.744622 0.229557  0.03
H: 2.527316 0.880623 0.587973  0.00
H: 1.218350 -0.244422 0.072131  0.05
H: 2.114887 0.585288 -1.055366  0.03
C: -2.810880 1.120744 0.255029  0.00
C: -1.847300 0.071814 -0.194011  0.00
O: -2.043166 -1.028467 0.772298  0.00
O: -0.950833 -0.089690 -0.995808  0.01
H: -2.635778 2.168602 0.123270  0.00
H: -3.293988 0.799562 1.179152  0.00
H: -3.656775 0.984551 -0.392569  0.00

Atoms 1-2, force components in eV/Å:
-0.61 -1.87 4.48
-5.39 2.71 -2.66

(3)
DFT (wB97M-V/def2-TZVPD) results for 2 unconnected molecules or ions with the total composition C5H9N2O2 at a distorted geometry.

2S+1   3
Net charge   +1
Kohn-Sham gap (spin up / spin down)   8.285 / 4.272 eV
Molar mass   129.1 g mol⁻¹
Energy above the lowest of the compared OMol25 structures with the same formula, charge and spin   296.8 kJ/mol
Lowest unoccupied orbital energy (spin up / spin down)   -4.270 / -9.953 eV
F_max   4.11 eV Å⁻¹

Last column: Löwdin spin population.
Atoms and positions in Å:
C: 1.327811 -0.062021 0.104963  0.10
C: -0.941114 0.849339 0.030042  0.05
C: 1.297347 1.295467 -0.577361  0.06
C: -0.137352 1.423382 -1.103090  0.03
C: -0.301484 -0.835335 1.903982  0.03
N: -0.614074 -1.344672 -0.819683  0.68
N: -0.078245 -0.240836 0.671572  0.34
O: 2.149507 -0.883927 0.183021  0.35
O: -1.964180 1.127645 0.483991  0.24
H: 1.457400 2.192043 0.115030  0.00
H: 2.046728 1.355731 -1.443285  0.01
H: -0.326214 0.781034 -1.992168  0.00
H: -0.357840 2.442820 -1.491943  0.01
H: 0.669299 -1.262361 2.443868  0.02
H: -0.760881 -0.006876 2.488823  0.01
H: -1.100459 -1.667242 1.921695  0.01
H: -1.547182 -1.566565 -0.591279  0.03
H: -0.086695 -2.158621 -0.766477  0.03

Atoms 1-2, force components in eV/Å:
-2.05 1.70 0.17
2.52 -0.07 -0.11

(4)
DFT (wB97M-V/def2-TZVPD) results for 3 unconnected molecules or ions with the total composition C30H62BN2O10S3 at a distorted geometry.

Net charge   +1
Kohn-Sham gap   9.398 eV
Molar mass   717.8 g mol⁻¹
Lowest unoccupied orbital energy   -2.309 eV
F_max   1.87 eV Å⁻¹

Last column: Löwdin charge in e.
Atoms and positions in Å:
C: -5.242391 3.515031 6.466633  -0.09
C: -4.978837 3.353270 4.953268  -0.26
C: -6.302850 3.594356 4.207764  -0.24
C: -6.367178 2.927507 2.823739  -0.21
C: -6.537513 1.388064 2.950343  -0.21
C: -5.341790 0.662139 2.328270  -0.23
C: -5.401930 -0.875830 2.466716  -0.20
C: -4.007110 -1.521424 2.579498  -0.19
C: -3.663604 -2.515810 1.440770  -0.21
C: -2.374736 -2.136170 0.696277  -0.22
C: -1.835855 -3.306156 -0.154289  -0.19
C: -1.232793 -2.936992 -1.526080  -0.18
C: -0.522091 -1.577882 -1.530297  -0.19
C: 0.528331 -1.422037 -2.642943  -0.13
C: 1.638667 -0.448340 -2.208954  -0.23
C: 2.934551 -1.135002 -1.722010  -0.14
B: 2.679299 -2.462556 -0.891840  -0.63
O: 2.553840 -3.648629 -1.609421  0.11
O: 2.584529 -2.430070 0.460570  0.06
C: 2.207320 -3.645658 1.121355  -0.03
C: 3.872638 -1.314627 -2.913604  -0.11
C: 4.275590 0.038134 -3.512694  -0.09
N: 3.323355 1.157622 -3.171844  -0.08
C: 3.637370 2.332512 -4.067447  -0.38
S: 4.146578 3.785464 -3.110642  0.92
C: 5.608720 3.156781 -2.219052  -0.51
C: 5.781064 3.872629 -0.870906  -0.14
C: 1.924072 0.618018 -3.301257  -0.20
C: 0.814188 1.682351 -3.275011  -0.08
C: 0.976593 2.845924 -2.319228  -0.44
C: 1.287678 2.666473 -0.848221  -0.02
N: 0.796603 3.987862 -2.820714  0.15
H: -4.317274 3.609572 7.030853  0.05
H: -5.895626 4.380717 6.584880  0.08
H: -5.811947 2.633908 6.768745  0.07
H: -4.679417 2.324908 4.733760  0.09
H: -4.224605 4.071255 4.627731  0.09
H: -6.484896 4.670731 4.139182  0.11
H: -7.116362 3.174673 4.809339  0.11
H: -5.465509 3.174304 2.256004  0.10
H: -7.234687 3.356779 2.317934  0.10
H: -6.601818 1.137639 4.012136  0.11
H: -7.465650 1.140004 2.433464  0.11
H: -5.358081 0.898794 1.257735  0.11
H: -4.426423 1.087035 2.747638  0.09
H: -5.954659 -1.241999 1.598373  0.10
H: -6.035063 -1.098543 3.329502  0.11
H: -3.248315 -0.735048 2.613423  0.09
H: -3.939752 -2.038200 3.539427  0.11
H: -4.492130 -2.480989 0.728050  0.10
H: -3.612497 -3.529681 1.842363  0.11
H: -1.634462 -1.921544 1.472908  0.11
H: -2.597682 -1.234391 0.124195  0.11
H: -2.659225 -4.009233 -0.305091  0.11
H: -1.101042 -3.846569 0.447930  0.10
H: -0.471705 -3.685032 -1.760384  0.11
H: -2.034098 -2.943953 -2.267559  0.12
H: -1.219108 -0.737222 -1.557637  0.11
H: -0.005866 -1.484969 -0.564053  0.11
H: 0.017982 -0.947918 -3.491525  0.12
H: 0.907929 -2.375640 -3.012518  0.12
H: 1.257370 0.106914 -1.350703  0.12
H: 3.427948 -0.423743 -1.036155  0.14
H: 3.372206 -4.153426 -1.527978  0.11
H: 2.107517 -3.421964 2.181226  0.10
H: 2.959903 -4.423647 0.996252  0.10
H: 1.252710 -4.018861 0.752296  0.08
H: 3.405585 -1.966193 -3.654399  0.13
H: 4.783711 -1.825870 -2.596682  0.14
H: 4.276781 -0.067462 -4.597137  0.14
H: 5.289848 0.293527 -3.212284  0.13
H: 3.449075 1.443646 -2.199196  0.13
H: 4.494594 2.086941 -4.690175  0.09
H: 2.813604 2.578287 -4.729994  0.10
H: 6.487531 3.238275 -2.858276  0.08
H: 5.495411 2.088526 -2.022828  0.05
H: 5.872288 3.116963 -0.087774  0.07
H: 4.916779 4.476308 -0.597560  0.06
H: 6.701987 4.448729 -0.829151  0.08
H: 1.866771 0.094696 -4.259422  0.17
H: -0.150835 1.211405 -3.073639  0.13
H: 0.723170 2.118795 -4.270413  0.12
H: 0.986156 3.557630 -0.300868  0.09
H: 2.349345 2.462744 -0.681366  0.07
H: 0.696520 1.846124 -0.434197  0.08
H: 0.912461 4.715443 -2.115690  0.07
C: 0.803870 3.880780 5.193932  -0.17
C: -0.358336 3.410392 4.343232  -0.17
O: -1.453084 3.321030 5.256197  -0.20
S: -1.308977 4.452598 6.386946  0.59
O: -2.107990 5.565216 6.024317  -0.21
O: -1.411150 3.829484 7.653582  -0.21
O: 0.226140 4.822199 6.101170  -0.18
H: 1.232474 3.060695 5.773782  0.13
H: 1.585794 4.357620 4.608405  0.13
H: -0.176243 2.444480 3.879027  0.13
H: -0.612218 4.143851 3.573392  0.13
C: 4.064594 -6.980699 -6.084472  -0.15
C: 2.690336 -7.313894 -5.544692  -0.15
O: 2.841453 -7.222168 -4.119047  -0.18
S: 3.908206 -6.095121 -3.760013  0.62
O: 3.226878 -4.885728 -3.428512  -0.24
O: 4.870933 -6.643279 -2.875874  -0.20
O: 4.544129 -5.937523 -5.218619  -0.18
H: 4.744083 -7.830585 -6.006564  0.14
H: 4.037275 -6.632232 -7.112903  0.14
H: 2.356687 -8.308393 -5.824953  0.14
H: 1.946390 -6.578858 -5.857772  0.13

Atoms 1-2, force components in eV/Å:
-0.01 -0.30 -1.03
-0.91 0.09 0.37